1.
Computed, not measured: C21H25F5N2O7S2SiTi as an isolated structure, with ωB97M-V/def2-TZVPD.

F_max, eV Å⁻¹: 0.509
⟨S²⟩: 0.78
Gap between HOMO and LUMO (spin up / spin down), eV: 5.7 / 7.0
Relative energy (zero: lowest compared OMol25 entry of this formula, charge and spin), kcal per mole: 5.9
M, g/mol: 652.5

The geometry in ORCA input format:
```
! wB97M-V def2-TZVPD RIJCOSX def2/J DEFGRID3
* xyz -1 2
Ti 0.6137 0.2189 0.2806
N 3.3796 -3.2247 -0.5481
C 2.7895 -2.2294 -1.2779
O 1.9772 -2.4955 -2.1523
C 3.2855 -0.8306 -0.9898
C 2.2078 0.2296 -1.1661
H 2.9560 -4.1351 -0.6266
H 3.7730 -2.9852 0.3457
H 4.1341 -0.6863 -1.6753
H 3.6934 -0.8035 0.0238
H 1.8163 0.1812 -2.1855
H 2.6502 1.2271 -1.0515
O 1.4165 1.5278 1.4099
C 1.4016 2.8071 1.3994
C 0.7534 3.5977 0.4079
C 0.8548 4.9915 0.4790
C 0.2544 5.7863 -0.4698
C -0.4792 5.2333 -1.5256
C -0.5955 3.8695 -1.6084
C 0.0032 3.0070 -0.6622
O -0.1414 1.7279 -0.7827
N 0.3869 7.2311 -0.3745
O 1.0297 7.6976 0.5524
O -0.1479 7.9169 -1.2318
H 1.9215 3.3133 2.2132
H 1.4117 5.4530 1.2833
H -0.9413 5.8860 -2.2508
H -1.1647 3.4105 -2.4067
C 0.8143 -3.9189 2.2087
Si 1.4779 -2.1933 2.5113
C 0.6439 -1.4713 4.0145
C 3.3308 -2.3089 2.8839
O 1.2584 -1.2843 1.1834
H 1.0287 -4.5953 3.0410
H 1.2484 -4.3448 1.2995
H -0.2686 -3.8761 2.0686
H 0.8445 -2.0775 4.9035
H -0.4342 -1.4058 3.8599
H 1.0058 -0.4564 4.2008
H 3.5109 -2.3162 3.9621
H 3.8558 -1.4426 2.4719
H 3.7882 -3.2178 2.4812
C -0.9875 -2.7923 -2.7849
S -0.5646 -1.0852 -2.4927
C -2.1232 -0.3433 -2.9590
O -0.5720 -0.9928 -0.9819
H -1.8613 -3.0408 -2.1818
H -0.1163 -3.3685 -2.4826
H -1.1843 -2.9303 -3.8485
H -2.2427 -0.4160 -4.0406
H -2.0590 0.7006 -2.6529
H -2.9390 -0.8379 -2.4334
F -5.9638 -1.6437 -1.5206
C -4.9633 -1.1645 -0.7633
C -4.7895 0.1967 -0.6035
F -5.6312 1.0457 -1.2154
C -3.7449 0.6776 0.1675
F -3.6337 2.0065 0.2649
C -2.8392 -0.1563 0.8248
S -1.5507 0.4516 1.8275
C -3.0463 -1.5243 0.6285
F -2.2331 -2.4176 1.2021
C -4.0764 -2.0263 -0.1442
F -4.2226 -3.3527 -0.3099
*
```

---

2.
Computed, not measured: an isolated molecule of C21H25FN2O3S in a non-equilibrium geometry, with ωB97M-V/def2-TZVPD.

F_max, eV Å⁻¹: 1.237
Gap between HOMO and LUMO, eV: 8.9
Relative energy (zero: lowest compared OMol25 entry of this formula, charge and spin), kcal per mole: 5.3
SMILES: CCCCCCNC(=O)c1cc(S(=O)(=O)N2CCc3ccccc32)ccc1F
M, g/mol: 404.5

The geometry in ORCA input format:
```
! wB97M-V def2-TZVPD RIJCOSX def2/J DEFGRID3
* xyz 0 1
C 4.7563 -3.6016 -5.6367
C 3.6856 -2.5238 -5.5208
C 2.8661 -2.6737 -4.2413
C 1.7888 -1.5985 -4.1211
C 0.9703 -1.7525 -2.8422
H 1.6275 -1.6774 -1.9738
C -0.1142 -0.6802 -2.7387
N -0.8946 -0.8272 -1.5312
C -0.8510 0.0708 -0.5285
O -0.2299 1.1127 -0.5786
C -1.6761 -0.2717 0.6825
C -1.8185 -1.5497 1.2151
C -2.5369 -1.7975 2.3733
C -3.1256 -0.7357 3.0368
C -2.9902 0.5424 2.5259
C -2.2788 0.7801 1.3682
H -2.1820 1.7810 0.9798
S -3.6207 1.9377 3.4733
O -4.1614 2.9144 2.5839
O -4.4404 1.4292 4.5315
N -2.2328 2.5661 4.1715
C -1.2433 2.9802 3.2593
C -1.3629 3.9644 2.2987
C -0.2692 4.1973 1.4751
C 0.8998 3.4687 1.6148
C 1.0108 2.4851 2.5890
C -0.0672 2.2466 3.4132
C -0.2477 1.2445 4.5197
H 0.5666 1.2711 5.2429
H -0.3078 0.2314 4.1110
C -1.5790 1.6963 5.1480
H -2.2518 0.8790 5.4029
H -1.3988 2.2907 6.0487
H 1.9204 1.9131 2.6938
H 1.7318 3.6608 0.9561
H -0.3365 4.9557 0.7104
H -2.2873 4.5068 2.1875
H -3.6960 -0.8804 3.9406
H -2.6169 -2.8089 2.7395
F -1.2354 -2.6050 0.6040
H -1.3901 -1.6967 -1.4171
H -0.7816 -0.7380 -3.6050
H 0.3350 0.3143 -2.7029
H 0.5040 -2.7410 -2.8239
H 2.2581 -0.6127 -4.1313
H 1.1230 -1.6566 -4.9856
H 3.5326 -2.6148 -3.3779
H 2.3961 -3.6600 -4.2288
H 4.1586 -1.5394 -5.5323
H 3.0191 -2.5801 -6.3846
H 5.4425 -3.5497 -4.7942
H 4.3030 -4.5905 -5.6473
H 5.3281 -3.4766 -6.5531
*
```

---

3.
Computed, not measured: an isolated molecule of C21H25N3O3 in a non-equilibrium geometry, with ωB97M-V/def2-TZVPD.

F_max, eV Å⁻¹: 1.064
Gap between HOMO and LUMO, eV: 8.5
Relative energy (zero: lowest compared OMol25 entry of this formula, charge and spin), kcal per mole: 37.7
SMILES: COc1ccc(/C=N/NC(=O)CCCCCNC(=O)c2ccccc2)cc1
M, g/mol: 367.4

The geometry in ORCA input format:
```
! wB97M-V def2-TZVPD RIJCOSX def2/J DEFGRID3
* xyz 0 1
C -6.1110 -0.9983 0.1859
H -5.9093 0.0429 0.4572
O -5.0920 -1.5241 -0.6290
C -3.8201 -1.5455 -0.1469
C -3.4410 -1.1039 1.1164
C -2.1114 -1.1429 1.4884
C -1.1342 -1.6138 0.6162
C -1.5260 -2.0788 -0.6439
C -2.8471 -2.0487 -1.0168
H -3.1643 -2.3991 -1.9865
H -0.7671 -2.4529 -1.3123
C 0.2557 -1.5704 1.0027
N 1.1818 -1.8319 0.1714
N 2.4614 -1.7116 0.5660
C 3.4990 -1.9309 -0.2976
O 3.3529 -2.3565 -1.4189
C 4.8536 -1.5960 0.3052
C 5.0333 -0.1146 0.6603
C 4.9631 0.8223 -0.5491
C 3.5481 1.1097 -1.0556
H 3.6193 1.6136 -2.0228
C 2.7507 1.9938 -0.0953
N 1.3388 1.9791 -0.3967
C 0.4038 1.6229 0.5117
O 0.6810 1.3264 1.6607
C -0.9975 1.6666 0.0012
C -1.3349 1.1816 -1.2575
C -2.6466 1.2397 -1.6920
C -3.6255 1.7903 -0.8820
C -3.2969 2.2597 0.3788
C -1.9898 2.1883 0.8234
H -1.7188 2.5410 1.8072
H -4.0600 2.6815 1.0171
H -4.6455 1.8453 -1.2339
H -2.9074 0.8524 -2.6653
H -0.5816 0.7270 -1.8845
H 1.0552 2.2150 -1.3339
H 2.8334 1.6383 0.9339
H 3.1275 3.0232 -0.1337
H 3.0104 0.1768 -1.2168
H 5.5418 0.3826 -1.3633
H 5.4334 1.7727 -0.2837
H 6.0180 -0.0056 1.1215
H 4.2955 0.1859 1.4058
H 5.6108 -1.8911 -0.4226
H 4.9913 -2.1996 1.2059
H 2.6481 -1.3726 1.5126
H 0.4769 -1.2514 2.0280
H -1.8223 -0.7800 2.4637
H -4.1689 -0.7199 1.8135
H -6.2445 -1.5912 1.0965
H -7.0209 -1.0472 -0.4104
*
```

---

4.
Computed, not measured: C21H25N3O3S as an isolated structure in a non-equilibrium geometry, with ωB97M-V/def2-TZVPD.

F_max, eV Å⁻¹: 17.788
Gap between HOMO and LUMO, eV: 6.9
Relative energy (zero: lowest compared OMol25 entry of this formula, charge and spin), kcal per mole: 488.4
M, g/mol: 399.5

The geometry in ORCA input format:
```
! wB97M-V def2-TZVPD RIJCOSX def2/J DEFGRID3
* xyz 0 1
C 0.4889 -0.4554 5.9980
C -0.9193 0.0479 5.5097
C -1.9559 0.2395 6.3875
C -3.1589 0.8385 5.7836
C -3.4753 1.0928 4.3242
C -2.1980 0.7941 3.4679
C -0.8733 0.4141 3.9390
C 0.0563 -0.0956 3.0080
H 0.2189 -1.1584 2.8050
H -0.0506 0.5157 2.1321
H 1.1825 0.1754 3.4877
O -2.4648 0.7698 2.0550
C -2.6954 -0.1444 1.3176
C -1.5771 -0.2336 0.1935
O -1.4172 -1.2016 -0.5423
N -1.1477 1.1754 -0.1897
C -0.4694 1.7297 -1.1694
N 0.1035 0.7013 -2.0235
C 0.8077 0.6239 -3.0269
C 0.9942 1.8548 -3.9377
C 1.5645 1.8064 -5.1889
C 2.5797 0.6990 -5.4914
C 2.4726 -0.4593 -4.5837
C 1.8411 -0.3610 -3.4311
N 1.4711 -1.7296 -2.5912
C 2.2510 -1.3016 -1.1917
H 2.0013 -0.1208 -0.9097
C 1.8017 -2.5095 -0.2373
H 2.4253 -2.2110 0.6090
O 2.0637 -3.5783 -0.7539
C 1.3948 -3.9370 -2.0294
H 1.5261 -4.8660 -2.4469
C 1.9287 -2.8188 -3.0252
H 1.3321 -2.8258 -4.0750
H 2.9814 -2.8896 -3.2606
H 0.4030 -3.8641 -1.8388
H 0.5508 -2.2968 -0.1626
H 3.6080 -1.2931 -1.3003
H 3.0139 -1.2728 -4.8898
H 3.1217 0.6333 -6.4102
H 1.6976 2.8535 -5.6507
H 0.5448 2.7321 -3.7448
H -0.1365 -0.3064 -1.8514
S -0.1378 3.3108 -1.2721
H -1.6043 1.7283 0.3675
H -2.3412 -1.0934 2.0651
H -3.5939 -0.2757 1.0863
H -4.2703 1.5262 4.0828
H -3.9724 0.9246 6.4405
H -1.6631 0.1158 7.2010
H 0.6984 -1.4740 5.4352
H 0.3038 -0.7604 7.0021
H 1.1025 0.1495 5.9435
*
```